Entry 1:
ORCA calculation (ωB97M-V with the def2-TZVPD basis set) on a 2-piece molecular cluster, C18H35BClN4O4S overall in a non-equilibrium geometry.

Properties
Energy above the lowest of the compared OMol25 structures with the same formula, charge and spin: 0.0 kcal/mol
E_HOMO: -10.95 eV
E_LUMO: -4.85 eV
Kohn-Sham gap: 6.1 eV
Max |F|: 2.03 eV/Å
Net charge: +1
Spin multiplicity: 1

Structure (XYZ):
```
64
Properties=species:S:1:pos:R:3:forces:R:3
C 2.146 -1.569 4.117 0.4 0.0 -1.1
C 2.742 -0.200 3.774 -0.4 -0.4 1.2
O 1.830 0.639 3.016 0.8 0.8 -0.4
B 1.895 0.523 1.683 -0.2 -1.7 -0.7
O 1.876 -0.691 1.032 0.4 0.6 0.1
N 1.912 1.772 0.810 -0.1 1.7 0.6
C 2.825 2.833 1.348 0.3 0.2 -0.1
C 4.195 2.751 0.676 -0.1 0.0 0.2
C 4.164 2.906 -0.853 0.0 -0.1 0.6
C 5.309 2.198 -1.563 -0.5 0.2 -0.3
N 5.352 0.772 -1.318 0.6 -0.9 0.1
C 4.357 -0.025 -0.831 -0.9 0.3 0.2
C 4.772 -1.328 -0.714 0.7 0.8 -0.4
C 6.123 -1.323 -1.190 -0.6 -0.5 0.3
C 6.435 -0.045 -1.549 0.3 -0.1 0.0
C 0.663 2.195 0.549 -0.8 0.0 0.1
N -0.006 3.100 1.357 0.4 -0.1 -0.4
N 0.034 1.735 -0.568 1.5 -1.3 0.3
C -0.767 0.461 -0.413 -1.5 0.4 0.4
C -2.219 0.563 -0.919 0.4 -0.3 -0.9
C -2.458 1.614 -2.005 -0.5 -0.3 0.1
Cl -2.593 -1.072 -1.617 0.0 0.0 0.3
H 1.126 -1.614 3.750 -0.3 0.0 0.3
H 2.680 -2.331 3.552 0.0 -0.2 0.2
H 2.218 -1.799 5.172 -0.1 0.0 0.1
H 2.925 0.325 4.705 0.0 0.3 -0.1
H 3.708 -0.269 3.276 -0.1 0.0 -0.3
H 2.738 -1.125 1.088 -0.1 -0.4 -0.2
H 2.410 3.808 1.109 -0.2 0.1 0.1
H 2.942 2.747 2.422 -0.2 0.0 0.1
H 4.684 1.834 0.999 0.1 -0.1 -0.2
H 4.761 3.577 1.104 0.2 0.0 0.1
H 3.192 2.580 -1.221 0.0 -0.1 -0.3
H 4.256 3.966 -1.083 -0.1 0.1 -0.2
H 5.203 2.362 -2.635 0.1 0.1 -0.1
H 6.235 2.670 -1.245 0.2 -0.2 0.0
H 3.398 0.410 -0.616 -0.1 -0.1 0.0
H 4.200 -2.158 -0.346 -0.1 -0.2 -0.1
H 6.743 -2.197 -1.256 0.3 0.1 -0.1
H 7.369 0.301 -1.953 0.0 0.3 0.0
H 0.161 4.076 1.186 -0.4 0.2 0.1
H -0.621 2.807 2.094 0.1 0.0 0.2
H 0.792 1.516 -1.213 -0.2 -0.3 -0.1
H -0.270 -0.363 -0.910 0.4 0.2 -0.3
H -0.806 0.175 0.636 0.1 0.1 0.1
H -2.908 0.651 -0.090 -0.1 0.2 0.1
H -1.554 2.108 -2.342 0.1 0.2 0.2
H -2.902 1.145 -2.875 0.0 -0.1 -0.1
H -3.203 2.320 -1.650 0.2 0.4 0.0
C -7.811 -4.132 -0.792 0.1 0.0 -0.1
C -6.301 -3.872 -0.689 -0.1 0.0 0.0
C -5.977 -2.693 -1.615 0.2 -0.3 0.1
S -7.468 -1.695 -1.700 0.0 -0.1 0.2
O -7.974 -1.734 -3.047 0.0 0.2 0.0
O -7.245 -0.445 -1.017 0.0 0.1 -0.2
C -8.477 -2.764 -0.678 -0.1 -0.3 0.1
H -8.159 -4.809 -0.014 0.0 0.0 0.0
H -8.044 -4.581 -1.759 0.0 0.0 0.0
H -6.047 -3.613 0.341 0.0 0.0 0.0
H -5.719 -4.752 -0.958 0.0 0.0 0.0
H -5.168 -2.079 -1.232 0.0 0.1 -0.1
H -5.742 -3.028 -2.624 -0.1 0.1 -0.1
H -9.502 -2.745 -1.039 0.0 0.1 -0.1
H -8.430 -2.384 0.342 0.0 0.1 0.0
```
Positions in Å, forces in eV/Å.

***

Entry 2:
ORCA calculation (ωB97M-V with the def2-TZVPD basis set) on a 3-piece molecular cluster, C18H35BN3O10 overall.

Properties
E_HOMO: -11.95 eV
E_LUMO: -4.04 eV
Kohn-Sham gap: 7.9 eV
Max |F|: 0.84 eV/Å
Net charge: +1
Spin multiplicity: 1

Structure (XYZ):
```
67
Properties=species:S:1:pos:R:3:forces:R:3
C -2.181 -0.984 5.398 -0.3 -0.1 0.0
C -2.436 -1.577 4.013 -0.1 0.1 0.2
O -3.516 -0.874 3.375 0.0 -0.2 -0.2
C -1.221 -1.510 3.088 0.1 0.0 0.0
N -1.014 -2.639 2.182 0.0 0.0 0.0
C -2.176 -3.013 1.398 0.1 0.1 -0.2
C -1.785 -3.584 0.028 -0.3 -0.3 0.2
O -0.591 -2.970 -0.468 0.0 -0.4 -0.2
C -0.585 -1.667 -0.617 0.1 0.3 0.1
C -1.669 -0.845 -0.793 -0.2 0.1 0.0
C -1.450 0.524 -0.958 -0.3 0.0 -0.1
N -0.275 1.091 -0.941 0.4 0.0 0.0
N 0.738 0.250 -0.755 -0.2 0.1 -0.1
C 0.692 -1.060 -0.599 0.2 0.0 0.0
C 1.954 -1.817 -0.399 -0.2 0.1 0.2
B 2.836 -1.297 0.820 0.4 0.1 -0.1
O 4.160 -1.642 0.926 -0.6 -0.5 0.3
O 2.287 -0.450 1.724 0.1 0.0 0.0
H -2.829 -1.465 6.130 0.0 0.0 0.1
H -2.439 0.073 5.395 0.2 0.1 0.0
H -1.154 -1.124 5.726 0.1 0.0 0.0
H -2.735 -2.621 4.139 0.1 -0.1 -0.1
H -4.321 -1.392 3.454 -0.1 0.1 0.1
H -0.317 -1.398 3.683 0.1 -0.1 0.0
H -1.308 -0.609 2.476 -0.1 0.1 0.1
H -0.618 -3.431 2.669 0.0 0.0 0.0
H -2.828 -3.747 1.879 -0.1 0.0 0.0
H -2.771 -2.111 1.255 -0.1 0.0 0.1
H -2.605 -3.474 -0.685 0.0 0.1 -0.1
H -1.550 -4.643 0.073 0.2 0.0 0.1
H -2.684 -1.213 -0.813 0.0 -0.1 0.0
H -2.289 1.186 -1.115 0.0 0.1 0.0
H 1.642 0.705 -0.713 0.0 0.1 0.0
H 2.531 -1.816 -1.326 0.1 0.0 0.0
H 1.679 -2.850 -0.187 0.0 -0.1 -0.1
H 4.314 -2.514 0.543 0.4 0.2 -0.2
H 2.903 -0.293 2.452 -0.1 0.2 0.0
C -3.289 3.909 -0.105 -0.1 -0.1 0.1
C -4.067 3.905 -1.403 0.2 0.1 -0.1
O -5.316 3.212 -1.271 0.0 0.0 -0.1
C -6.292 3.916 -0.686 0.0 -0.1 0.1
O -6.201 5.048 -0.293 0.0 0.1 0.0
O -7.364 3.136 -0.596 0.0 0.0 -0.1
C -8.491 3.749 0.047 -0.1 0.0 0.0
H -3.174 2.890 0.272 0.0 0.0 0.0
H -2.300 4.342 -0.258 0.0 0.0 0.0
H -3.801 4.489 0.661 0.0 0.0 0.0
H -3.531 3.355 -2.177 0.0 0.0 0.0
H -4.239 4.916 -1.768 -0.1 0.0 0.1
H -8.736 4.696 -0.427 0.0 0.0 0.0
H -8.281 3.909 1.103 0.0 0.0 0.0
H -9.313 3.050 -0.067 0.0 0.0 0.0
C 7.016 0.402 -0.731 0.0 0.1 -0.1
C 6.505 -0.800 -1.495 0.1 0.0 0.2
O 6.168 -0.474 -2.853 -0.1 -0.1 0.0
C 7.209 -0.383 -3.688 0.0 0.2 0.0
O 8.359 -0.573 -3.399 0.0 -0.1 0.0
O 6.748 -0.025 -4.883 0.0 -0.1 0.0
C 7.764 0.161 -5.879 0.0 0.0 -0.1
H 6.302 1.224 -0.793 0.0 0.0 0.0
H 7.163 0.143 0.317 0.0 0.0 0.0
H 7.965 0.745 -1.138 0.0 0.0 0.0
H 5.574 -1.154 -1.061 -0.1 0.0 -0.1
H 7.225 -1.617 -1.481 0.1 0.0 -0.1
H 8.395 -0.720 -5.953 0.0 0.0 0.0
H 8.371 1.031 -5.639 0.0 0.0 0.0
H 7.236 0.323 -6.813 0.0 0.0 0.0
```
Positions in Å, forces in eV/Å.

***

Entry 3:
ORCA calculation (ωB97M-V with the def2-TZVPD basis set) on a 2-piece molecular cluster, C18H35N2O5S overall in a non-equilibrium geometry.

Properties
E_HOMO (alpha / beta): -8.27 / -9.37 eV
E_LUMO (alpha / beta): 0.52 / 0.47 eV
Kohn-Sham gap (alpha / beta): 8.8 / 9.8 eV
Max |F|: 1.12 eV/Å
Net charge: 0
Spin multiplicity: 2
⟨S²⟩: 0.7541

Structure (XYZ):
```
61
Properties=species:S:1:pos:R:3:forces:R:3
C 0.948 -0.785 0.343 -0.1 -0.2 0.1
C 1.260 -1.619 1.593 0.2 0.6 0.0
C 2.747 -1.647 1.936 -0.2 -0.2 0.4
O 3.266 -0.317 1.723 0.2 0.0 -0.2
C 4.511 -0.036 2.263 0.0 0.3 -0.2
S 4.988 1.672 1.707 0.0 0.0 0.2
C 5.639 -1.007 1.908 0.3 0.0 0.0
C 6.189 -0.965 0.471 0.3 -0.2 -0.1
C 5.139 -1.076 -0.616 -0.2 -0.5 0.0
N 5.028 0.029 -1.504 -0.5 -0.4 -0.1
O 4.428 -2.058 -0.710 0.1 0.6 0.2
O 4.475 -0.072 3.688 -0.2 -0.3 0.0
C 3.322 0.254 4.369 0.0 -0.2 0.5
C 2.620 1.540 4.045 -0.5 -0.1 -0.1
O 2.984 -0.471 5.265 0.1 0.3 -0.3
H 1.687 -0.986 -0.440 -0.2 0.1 0.0
H 0.947 0.284 0.574 0.2 -0.1 -0.1
H -0.051 -1.029 -0.032 0.1 0.0 -0.1
H 0.746 -1.171 2.452 -0.2 -0.3 -0.1
H 0.915 -2.644 1.450 0.0 0.0 0.2
H 3.285 -2.373 1.329 0.1 0.1 -0.2
H 2.874 -1.904 2.994 0.0 -0.1 -0.2
H 3.990 1.863 0.841 -0.1 -0.2 -0.1
H 5.347 -2.028 2.163 -0.2 0.1 0.0
H 6.458 -0.753 2.588 0.0 -0.1 -0.1
H 6.829 -0.094 0.318 -0.2 0.0 0.0
H 6.815 -1.858 0.353 0.0 0.1 0.1
H 4.110 -0.049 -1.940 0.1 -0.1 -0.1
H 5.703 -0.066 -2.260 0.2 0.3 0.3
H 3.216 2.396 4.362 0.1 -0.1 -0.1
H 1.677 1.529 4.595 0.2 0.1 0.0
H 2.406 1.617 2.980 0.1 0.1 0.1
C -5.697 0.478 -0.400 0.0 -0.1 -0.1
C -4.221 0.013 -0.473 -0.6 0.0 0.3
C -3.243 1.155 -0.177 0.2 0.2 -0.1
C -3.124 2.178 -1.303 -0.1 -0.1 0.0
C -2.772 1.487 -2.618 0.1 0.1 0.2
C -3.754 0.372 -2.986 -0.4 0.1 -0.4
N -3.885 -0.565 -1.815 1.1 0.2 0.2
O -2.896 -1.390 -1.754 -0.5 -0.1 -0.1
C -5.097 0.980 -3.418 0.0 0.0 0.1
C -3.225 -0.429 -4.169 0.1 -0.1 -0.1
C -4.035 -1.068 0.586 0.1 -0.1 0.0
H -5.780 1.498 -0.021 0.0 0.0 0.0
H -6.207 0.435 -1.355 0.0 0.0 0.0
H -6.265 -0.169 0.267 0.1 0.0 0.1
H -2.254 0.723 0.006 0.0 -0.1 0.0
H -3.546 1.649 0.749 0.0 -0.1 0.0
H -4.050 2.751 -1.400 0.0 0.0 0.0
H -2.344 2.901 -1.054 0.0 0.0 0.0
H -2.747 2.209 -3.438 0.0 0.0 0.0
H -1.767 1.061 -2.537 0.0 -0.1 0.0
H -5.855 0.205 -3.538 0.0 0.0 0.0
H -4.965 1.469 -4.383 0.1 0.0 0.0
H -5.476 1.735 -2.733 0.0 0.0 0.0
H -2.226 -0.815 -3.985 0.0 0.0 0.1
H -3.186 0.220 -5.045 0.0 0.0 0.0
H -3.880 -1.271 -4.392 0.0 0.0 0.0
H -4.648 -1.941 0.363 0.0 0.0 0.0
H -4.350 -0.660 1.548 0.0 0.0 0.0
H -2.999 -1.389 0.670 0.0 0.0 0.0
```
Positions in Å, forces in eV/Å.